Entry 1:
Density functional theory data (ωB97M-V/def2-TZVPD) for a structure of composition C21H30AsN2O4RuS2.

Last column: Löwdin charge in e.
CARTESIAN COORDINATES (ANGSTROEM)
Ru  0.54  0.31  0.42  1.34
C  2.65  3.08  0.23  -0.09
N  1.25  2.74  0.03  -0.34
C  0.84  3.04  -1.34  -0.07
C  0.40  3.42  1.01  -0.19
C  -0.97  2.79  1.08  -0.24
C  -2.07  3.50  1.53  -0.02
C  -3.31  2.89  1.61  -0.05
C  -3.46  1.56  1.25  -0.06
C  -2.36  0.84  0.80  -0.09
C  -1.11  1.44  0.75  -0.26
H  2.82  4.15  0.11  0.11
H  3.26  2.55  -0.50  0.09
H  2.96  2.78  1.24  0.05
H  0.96  4.11  -1.57  0.11
H  -0.21  2.76  -1.47  0.09
H  1.45  2.46  -2.04  0.09
H  0.32  4.49  0.77  0.14
H  0.87  3.32  1.99  0.10
H  -1.96  4.53  1.83  0.12
H  -4.17  3.45  1.93  0.11
H  -4.42  1.08  1.33  0.11
H  -2.49  -0.20  0.51  0.08
C  -5.96  -3.27  -2.86  -0.04
C  -4.61  -2.97  -2.31  -0.25
C  -4.02  -1.73  -2.52  -0.02
C  -2.75  -1.44  -2.04  -0.07
C  -2.07  -2.41  -1.34  -0.29
C  -2.63  -3.66  -1.10  -0.04
C  -3.90  -3.93  -1.58  -0.01
S  -0.44  -2.06  -0.70  0.62
O  -0.55  -1.83  0.74  -0.37
O  0.49  -3.08  -1.10  -0.25
N  -0.01  -0.59  -1.36  -0.30
C  1.02  -0.67  -2.32  -0.18
C  2.43  -0.69  -1.59  -0.64
O  3.44  -0.87  -2.22  0.10
O  2.35  -0.47  -0.33  -0.27
H  -6.48  -2.36  -3.15  0.08
H  -6.58  -3.79  -2.12  0.09
H  -5.88  -3.91  -3.73  0.09
H  -4.57  -0.98  -3.08  0.12
H  -2.29  -0.49  -2.22  0.10
H  -2.06  -4.39  -0.56  0.12
H  -4.34  -4.90  -1.40  0.12
H  1.01  0.20  -2.98  0.12
H  0.95  -1.60  -2.90  0.13
C  3.23  -2.36  2.10  -0.21
As  3.43  -0.43  2.18  0.84
C  4.88  0.20  1.02  -0.19
C  4.25  -0.05  3.92  -0.26
S  1.55  0.61  2.51  0.31
H  4.17  -2.83  2.40  0.05
H  2.95  -2.68  1.10  0.04
H  2.45  -2.65  2.81  0.05
H  5.79  -0.29  1.39  0.05
H  4.99  1.28  1.12  0.04
H  4.72  -0.07  -0.02  0.03
H  5.24  -0.49  4.00  0.05
H  3.62  -0.43  4.73  0.04
H  4.33  1.03  4.03  0.04

Spin multiplicity: 5
Gap between HOMO and LUMO (alpha / beta), eV: 8.453 / 6.479
Expectation value of S²: 6.032
Charge: +1
Relative energy (zero: lowest compared OMol25 entry of this formula, charge and spin), kcal per mole: 9.17
Molar mass, g/mol: 614.61

Entry 2:
Density functional theory data (ωB97M-V/def2-TZVPD) for an isolated molecule of C6H9N.

Last column: Löwdin charge in e.
CARTESIAN COORDINATES (ANGSTROEM)
C  0.60  1.48  1.35  -0.05
C  1.15  0.19  0.77  -0.32
C  1.74  0.06  -0.49  -0.07
C  0.85  -0.69  -1.32  -0.05
C  -0.24  -1.04  -0.52  -0.31
C  -1.73  -0.96  -0.73  -0.03
N  0.10  -0.70  0.75  0.04
H  -0.07  1.26  2.20  0.07
H  1.32  2.24  1.64  0.07
H  -0.06  1.90  0.57  0.09
H  2.66  0.54  -0.80  0.10
H  0.94  -0.86  -2.39  0.10
H  -2.21  -0.86  0.25  0.07
H  -1.92  0.00  -1.24  0.09
H  -2.18  -1.77  -1.29  0.07
H  -0.54  -0.77  1.52  0.14

Spin multiplicity: 1
Gap between HOMO and LUMO, eV: 8.275
SMILES string: Cc1ccc(C)[nH]1
Relative energy (zero: lowest compared OMol25 entry of this formula, charge and spin), kcal per mole: 49.36
Molar mass, g/mol: 95.14

Entry 3:
Density functional theory data (ωB97M-V/def2-TZVPD) for a cluster of 12 separate species, C40H112N8O16 in total.

Last column: Löwdin charge in e.
CARTESIAN COORDINATES (ANGSTROEM)
C  19.68  14.38  -15.50  -0.08
O  20.57  15.48  -15.56  -0.22
C  21.88  15.10  -15.89  -0.22
C  22.84  16.24  -15.65  -0.43
C  24.24  15.87  -16.12  -0.05
N  22.87  16.65  -14.25  0.07
H  18.69  14.74  -15.21  0.09
H  20.01  13.64  -14.76  0.08
H  19.56  13.91  -16.48  0.10
H  22.20  14.17  -15.38  0.12
H  21.92  14.82  -16.96  0.13
H  22.51  17.06  -16.32  0.14
H  24.18  15.40  -17.11  0.08
H  24.67  15.15  -15.43  0.06
H  24.89  16.74  -16.20  0.08
H  23.40  15.94  -13.71  0.02
H  21.93  16.44  -13.93  0.04
C  25.76  17.03  -12.36  -0.14
O  26.29  16.47  -11.20  -0.20
C  27.61  15.98  -11.37  -0.21
C  28.19  15.70  -10.01  -0.45
C  28.35  16.93  -9.13  -0.05
N  29.46  14.97  -10.14  0.03
H  26.49  17.74  -12.79  0.10
H  24.77  17.46  -12.25  0.08
H  25.62  16.30  -13.17  0.07
H  27.60  15.07  -11.98  0.12
H  28.22  16.74  -11.90  0.13
H  27.48  15.02  -9.50  0.14
H  29.08  17.60  -9.58  0.09
H  28.72  16.62  -8.16  0.08
H  27.38  17.40  -9.02  0.06
H  29.74  14.62  -9.23  0.07
H  29.29  14.09  -10.64  0.07
C  13.70  15.46  -13.33  -0.11
O  14.92  16.08  -12.97  -0.19
C  15.59  15.40  -11.92  -0.24
C  16.57  16.32  -11.29  -0.46
C  17.55  15.64  -10.38  -0.06
N  15.89  17.40  -10.55  0.06
H  12.91  15.69  -12.62  0.09
H  13.84  14.38  -13.43  0.09
H  13.42  15.87  -14.30  0.08
H  14.88  15.02  -11.17  0.13
H  16.11  14.54  -12.37  0.13
H  17.11  16.78  -12.14  0.13
H  17.09  15.06  -9.58  0.09
H  18.32  16.35  -10.05  0.05
H  18.19  14.96  -10.96  0.08
H  15.56  18.08  -11.23  0.06
H  16.58  17.94  -10.04  0.05
C  13.02  20.54  -8.20  -0.13
O  14.00  21.43  -8.65  -0.18
C  15.00  20.77  -9.40  -0.24
C  16.11  21.72  -9.74  -0.43
C  15.67  22.86  -10.65  -0.05
N  17.17  20.95  -10.42  0.04
H  12.58  19.94  -9.01  0.09
H  12.23  21.10  -7.71  0.09
H  13.41  19.85  -7.44  0.09
H  15.49  19.98  -8.80  0.12
H  14.57  20.28  -10.28  0.12
H  16.59  22.17  -8.86  0.14
H  15.20  22.46  -11.55  0.08
H  16.54  23.45  -10.94  0.06
H  14.90  23.44  -10.14  0.08
H  17.83  20.54  -9.77  0.06
H  17.78  21.59  -10.93  0.02
C  17.99  26.46  -15.89  -0.12
O  18.47  25.14  -15.91  -0.17
C  19.26  24.86  -14.78  -0.22
C  19.27  23.36  -14.56  -0.41
C  17.93  22.81  -14.13  -0.04
N  20.30  23.04  -13.56  0.05
H  18.76  27.19  -15.63  0.09
H  17.18  26.56  -15.15  0.09
H  17.55  26.72  -16.85  0.09
H  20.28  25.21  -14.97  0.13
H  18.86  25.35  -13.88  0.13
H  19.56  22.89  -15.51  0.14
H  17.41  23.43  -13.40  0.08
H  18.04  21.80  -13.72  0.07
H  17.30  22.65  -15.01  0.08
H  20.54  22.05  -13.62  0.07
H  21.15  23.57  -13.72  0.09
C  26.14  10.94  -13.60  -0.12
O  25.21  11.41  -12.66  -0.18
C  24.97  12.79  -12.77  -0.21
C  23.72  13.13  -11.99  -0.43
C  22.51  12.40  -12.55  -0.05
N  23.50  14.58  -12.04  0.07
H  25.77  11.04  -14.63  0.09
H  26.31  9.88  -13.42  0.09
H  27.10  11.48  -13.56  0.09
H  25.85  13.30  -12.33  0.12
H  24.83  13.14  -13.80  0.12
H  23.82  12.77  -10.96  0.14
H  21.67  12.60  -11.87  0.08
H  22.64  11.32  -12.50  0.08
H  22.18  12.73  -13.53  0.06
H  24.29  15.03  -11.58  0.07
H  22.71  14.76  -11.43  0.07
C  27.74  23.00  -9.41  -0.12
O  26.51  22.33  -9.46  -0.18
C  26.46  21.30  -8.49  -0.24
C  25.25  20.44  -8.70  -0.42
C  25.18  19.77  -10.08  -0.04
N  24.05  21.28  -8.43  0.05
H  27.69  23.93  -9.96  0.09
H  28.53  22.35  -9.81  0.09
H  27.99  23.28  -8.38  0.09
H  27.36  20.66  -8.59  0.12
H  26.52  21.74  -7.49  0.13
H  25.28  19.62  -7.98  0.13
H  26.06  19.12  -10.23  0.06
H  25.12  20.49  -10.89  0.09
H  24.32  19.10  -10.06  0.06
H  24.16  22.11  -9.00  0.06
H  23.25  20.81  -8.84  0.05
C  21.77  13.79  -8.27  -0.10
O  21.30  13.50  -6.96  -0.21
C  22.36  13.38  -6.03  -0.22
C  21.89  12.51  -4.87  -0.43
C  20.69  13.09  -4.13  -0.06
N  23.06  12.26  -3.99  0.03
H  22.29  12.92  -8.70  0.09
H  22.48  14.63  -8.24  0.08
H  20.91  13.99  -8.90  0.09
H  23.24  12.94  -6.50  0.13
H  22.64  14.37  -5.62  0.13
H  21.67  11.54  -5.31  0.14
H  19.78  12.96  -4.71  0.08
H  20.82  14.13  -3.85  0.08
H  20.52  12.46  -3.26  0.07
H  23.33  13.14  -3.55  0.07
H  22.71  11.70  -3.22  0.06
O  21.65  16.95  -7.19  -0.08
C  20.68  17.53  -6.31  -0.22
C  19.35  16.86  -6.54  -0.25
O  19.38  15.52  -6.10  -0.05
H  22.50  17.37  -7.00  0.10
H  20.96  17.38  -5.26  0.13
H  20.60  18.61  -6.50  0.12
H  19.12  16.91  -7.61  0.11
H  18.59  17.38  -5.97  0.13
H  20.11  15.05  -6.53  0.05
O  21.18  19.58  -11.41  -0.07
C  20.62  18.53  -10.66  -0.22
C  21.55  17.34  -10.70  -0.23
O  21.07  16.26  -9.90  -0.10
H  21.20  19.38  -12.36  0.06
H  20.44  18.86  -9.63  0.12
H  19.65  18.22  -11.08  0.11
H  22.55  17.60  -10.36  0.11
H  21.61  16.97  -11.71  0.09
H  21.11  16.55  -8.98  0.03
O  20.80  19.69  -14.40  -0.09
C  19.71  18.75  -14.21  -0.23
C  18.90  18.64  -15.46  -0.23
O  19.66  18.18  -16.58  -0.06
H  21.08  19.52  -15.31  0.09
H  20.13  17.79  -13.90  0.10
H  19.12  19.12  -13.36  0.12
H  18.53  19.63  -15.71  0.12
H  18.03  17.98  -15.29  0.12
H  20.05  17.32  -16.34  0.05
O  22.28  22.26  -10.87  -0.09
C  21.56  22.84  -9.79  -0.25
C  20.39  23.64  -10.30  -0.24
O  19.44  22.77  -10.90  -0.12
H  21.80  21.47  -11.12  0.04
H  21.16  22.01  -9.19  0.12
H  22.22  23.47  -9.21  0.12
H  20.74  24.33  -11.08  0.11
H  19.92  24.23  -9.51  0.12
H  19.59  22.81  -11.87  0.03

Spin multiplicity: 1
Gap between HOMO and LUMO, eV: 9.096
SMILES string: COC[C@H](C)N.COC[C@H](C)N.COC[C@H](C)N.COC[C@H](C)N.COC[C@H](C)N.COC[C@H](C)N.COC[C@H](C)N.COC[C@H](C)N.OCCO.OCCO.OCCO.OCCO
Relative energy (zero: lowest compared OMol25 entry of this formula, charge and spin), kcal per mole: 182.77
Molar mass, g/mol: 961.38

Entry 4:
Density functional theory data (ωB97M-V/def2-TZVPD) for an isolated molecule of C4H7FO.

Last column: Löwdin charge in e.
CARTESIAN COORDINATES (ANGSTROEM)
F  -0.05  -0.61  -1.74  -0.08
C  0.35  -1.40  -0.61  -0.12
C  0.33  -0.50  0.56  -0.24
C  0.45  1.01  0.21  -0.12
C  -1.03  1.02  0.22  -0.21
O  -1.13  -0.23  0.92  -0.09
H  1.28  -1.84  -0.84  0.11
H  -0.44  -2.17  -0.42  0.15
H  1.01  -0.82  1.33  0.14
H  1.04  1.30  -0.70  0.13
H  0.96  1.51  1.06  0.11
H  -1.48  1.85  0.82  0.13
H  -1.31  0.89  -0.80  0.10

Spin multiplicity: 1
Gap between HOMO and LUMO, eV: 10.930
SMILES string: FC[C@H]1CCO1
Relative energy (zero: lowest compared OMol25 entry of this formula, charge and spin), kcal per mole: 38.75
Molar mass, g/mol: 90.10